C3H3N3O2 | ωB97M-V/def2-TZVPD

Last columns: bonded neighbours and bond lengths (Å).
CARTESIAN COORDINATES (ANGSTROEM)
1 O -0.8965 -1.1081 0.1726  C3 1.492, C11 1.287
2 N 1.3118 -1.0940 -0.3480  O6 1.489, C11 1.307
3 C -2.1191 -0.2738 0.3586  O1 1.492, C5 1.471, H9 1.235
4 N 0.4133 0.8313 0.3977  N10 1.285, C11 1.440
5 C -2.5094 0.8039 -0.5640  C3 1.471, H7 1.048, H8 1.109
6 O 2.2650 0.0388 -0.1843  N2 1.489, N10 1.351
7 H -3.3437 1.3778 -0.2950  C5 1.048
8 H -1.7761 1.3535 -1.1888  C5 1.109
9 H -2.7718 -0.6731 1.3283  C3 1.235
10 N 1.6552 1.1445 0.2968  N4 1.285, O6 1.351
11 C 0.1754 -0.4761 -0.1574  O1 1.287, N2 1.307, N4 1.440

Properties
E_HOMO = -10.0 eV
Gap between HOMO and LUMO = 9.942 eV
Net charge = 0
Max |F| = 0.130 Eh/bohr
Lowest unoccupied orbital energy = -0.030 eV
Relative energy (zero: lowest compared OMol25 entry of this formula, charge and spin) = 7.2254 eV